103
Properties=species:S:1:pos:R:3:mulliken_charge:R:1 method="wB97M-V/def2-TZVPD" multiplicity=3 e_lumo_ev="2.0 / 1.8" energy_ha=-2530.0449 charge=-1
C 0.229 1.492 2.703 -1.2488
C -0.954 0.836 2.047 0.0896
O -1.160 1.406 0.771 -0.2828
C -2.461 1.171 0.268 -0.6728
C -2.442 1.012 -1.255 -0.5785
O -1.302 0.407 -1.772 -0.4135
P -1.238 -1.329 -1.585 1.6250
C -1.528 -1.648 -3.444 -0.9893
C -2.773 -1.159 -4.169 -0.6081
C -2.860 0.355 -4.385 -0.9695
I -4.644 -1.943 -3.413 -0.1004
O 0.490 -1.206 -1.936 -0.5309
C 1.040 -2.479 -1.913 -0.9752
C 0.243 -3.287 -0.891 0.7119
C 0.729 -4.744 -0.928 -0.7084
O -0.377 -5.667 -0.795 -0.2497
C -0.117 -6.749 -0.041 0.7078
C -1.212 -7.067 0.949 -0.9846
O 0.891 -7.430 -0.144 -0.5969
O -1.069 -3.090 -1.267 -0.6685
H 0.482 0.951 3.615 0.3200
H 1.113 1.463 2.069 0.3736
H 0.037 2.529 2.967 0.2110
H -1.846 0.976 2.662 0.2961
H -0.772 -0.234 1.909 0.1513
H -3.086 2.025 0.547 0.4268
H -2.868 0.270 0.733 0.4153
H -3.362 0.510 -1.570 0.2691
H -2.494 2.020 -1.683 0.3329
H -2.625 -1.465 -1.235 0.0404
H -0.948 -1.153 -0.184 -0.6052
H -1.493 -2.728 -3.575 0.3842
H -0.681 -1.254 -4.005 0.0583
H -2.735 -1.591 -5.165 0.7071
H -1.864 0.784 -4.367 0.0775
H -3.302 0.541 -5.366 0.4230
H -3.505 0.850 -3.670 0.3128
H 2.125 -2.512 -1.769 0.5058
H 0.871 -2.999 -2.872 0.2660
H 0.488 -2.893 0.106 0.0301
H 1.427 -4.896 -0.109 0.3978
H 1.233 -4.941 -1.872 0.2235
H -1.882 -6.220 1.045 0.2807
H -1.782 -7.912 0.573 0.2744
H -0.772 -7.291 1.913 0.3080
C -2.669 1.057 8.848 -1.8217
C -1.731 1.097 7.618 2.0080
C -0.297 1.399 8.056 -1.3341
C -0.080 2.850 8.481 -0.4352
C -0.563 3.811 7.396 -1.2809
C -2.005 3.551 6.961 1.7347
N -2.202 2.109 6.625 0.1432
O -1.719 1.852 5.453 -0.3486
C -2.977 4.001 8.067 -1.7274
C -2.335 4.402 5.741 -1.7762
C -1.784 -0.289 6.988 -1.9152
H -2.750 0.040 9.231 0.4835
H -2.317 1.672 9.676 0.3141
H -3.677 1.377 8.587 0.3284
H 0.384 1.172 7.229 0.3696
H -0.029 0.725 8.872 0.3432
H -0.587 3.056 9.428 0.3058
H 0.984 3.017 8.665 0.3762
H -0.479 4.843 7.744 0.3918
H 0.096 3.720 6.527 0.3394
H -4.001 3.719 7.819 0.3627
H -2.943 5.086 8.163 0.4357
H -2.741 3.598 9.049 0.3136
H -1.635 4.238 4.925 0.2480
H -2.286 5.456 6.015 0.4223
H -3.341 4.190 5.376 0.4557
H -2.791 -0.523 6.639 0.4549
H -1.499 -1.031 7.734 0.4820
H -1.101 -0.387 6.148 0.2968
C 2.440 1.964 -6.935 -1.9955
C 2.357 0.969 -5.752 2.4417
C 3.401 1.316 -4.691 -1.2362
C 4.831 0.968 -5.103 -0.5166
C 4.926 -0.492 -5.544 -1.2648
C 3.911 -0.862 -6.626 1.7226
N 2.538 -0.438 -6.228 0.3113
O 2.040 -1.256 -5.362 -0.4943
C 4.321 -0.231 -7.968 -1.6955
C 3.928 -2.370 -6.849 -1.9455
C 0.964 1.121 -5.147 -2.3021
H 1.759 2.799 -6.776 0.4837
H 3.433 2.396 -7.064 0.3426
H 2.148 1.491 -7.872 0.3241
H 3.162 0.781 -3.767 0.3019
H 3.326 2.381 -4.460 0.3982
H 5.179 1.632 -5.900 0.3111
H 5.501 1.134 -4.257 0.3977
H 5.932 -0.709 -5.912 0.3884
H 4.768 -1.132 -4.670 0.3652
H 3.549 -0.392 -8.722 0.3560
H 5.240 -0.696 -8.326 0.4378
H 4.518 0.837 -7.907 0.3151
H 3.752 -2.921 -5.929 0.3672
H 4.904 -2.666 -7.234 0.4380
H 3.170 -2.666 -7.575 0.4458
H 0.192 0.851 -5.871 0.5809
H 0.813 2.160 -4.857 0.5200
H 0.827 0.509 -4.255 0.1933

108
Properties=species:S:1:pos:R:3:mulliken_charge:R:1 method="wB97M-V/def2-TZVPD" multiplicity=2 e_lumo_ev="0.5 / 0.5" energy_ha=-3996.0892 charge=0
C -3.796 -1.343 1.241 -1.1677
P -2.706 -1.873 -0.128 0.4553
O -3.709 -1.745 -1.443 -0.6502
C -2.603 -3.711 0.174 2.5762
C -1.893 -4.338 -1.047 -1.3059
C -0.467 -3.839 -1.340 -1.1561
C 0.588 -4.931 -1.174 -0.1372
C 0.479 -6.064 -2.202 -0.7543
O -0.070 -7.267 -1.666 -0.5184
C -4.036 -4.323 0.245 -2.5516
C -4.378 -5.307 1.382 1.6196
C -4.181 -6.767 0.953 -1.6748
C -5.863 -5.173 1.721 -1.8303
N -3.599 -4.974 2.605 0.6768
O -4.171 -4.131 3.377 -0.6620
C -2.123 -4.821 2.526 1.7408
C -1.643 -4.316 3.888 -1.8294
C -1.404 -6.150 2.256 -1.7967
C -1.732 -3.802 1.442 -2.6175
H -4.107 -0.317 1.052 0.4910
H -4.688 -1.950 1.398 0.3391
H -3.215 -1.355 2.162 0.3101
H -4.127 -2.581 -1.664 0.3654
H -2.518 -4.182 -1.928 0.5885
H -1.875 -5.422 -0.893 0.6921
H -0.415 -3.425 -2.346 0.4794
H -0.214 -3.023 -0.662 0.3073
H 0.434 -5.386 -0.188 -0.1072
H 1.588 -4.500 -1.164 0.5434
H -0.204 -5.774 -2.998 0.3505
H 1.457 -6.277 -2.637 0.2869
H 0.350 -7.438 -0.824 0.3352
H -4.782 -3.530 0.250 0.9215
H -4.192 -4.873 -0.684 0.2844
H -4.704 -6.919 0.009 0.4620
H -4.641 -7.433 1.682 0.4060
H -3.157 -7.056 0.796 0.2378
H -6.432 -5.591 0.890 0.3907
H -6.104 -5.706 2.635 0.4572
H -6.156 -4.131 1.822 0.3450
H -0.557 -4.378 3.924 0.4102
H -1.921 -3.277 4.045 0.3859
H -2.079 -4.902 4.693 0.4250
H -1.787 -6.955 2.880 0.2927
H -0.351 -6.011 2.504 0.5285
H -1.431 -6.438 1.211 0.2388
H -0.708 -4.035 1.155 0.2138
H -1.671 -2.822 1.918 0.6291
C 0.486 2.855 -1.273 -0.3896
C -0.784 2.907 -0.415 -0.6396
C -0.875 1.576 0.348 -0.1583
S 0.821 1.011 0.555 1.0829
O 1.002 -0.226 -0.167 -0.5699
O 1.195 1.097 1.950 -0.7355
C 1.588 2.341 -0.355 -0.2623
H 0.734 3.832 -1.677 0.1766
H 0.345 2.169 -2.112 0.3277
H -0.706 3.737 0.291 0.0661
H -1.674 3.071 -1.021 0.4846
H -1.325 1.688 1.332 0.4950
H -1.411 0.812 -0.211 -0.1606
H 2.464 1.959 -0.873 0.0748
H 1.887 3.100 0.369 0.2685
C -0.206 3.524 5.188 -0.7820
C -0.855 4.895 5.433 -0.6639
C 0.007 5.943 4.716 -0.7070
S 0.779 5.085 3.333 1.2142
O 2.204 5.070 3.540 -0.6912
O 0.235 5.571 2.087 -0.6635
C 0.114 3.469 3.698 -0.2196
H -0.862 2.707 5.482 0.3554
H 0.716 3.438 5.766 0.3421
H -1.863 4.900 5.014 0.2858
H -0.940 5.122 6.495 0.3564
H -0.569 6.776 4.322 0.3448
H 0.812 6.316 5.347 0.3492
H 0.841 2.710 3.422 0.3357
H -0.791 3.352 3.102 0.1381
C 5.668 -0.748 -2.165 -0.4844
C 5.733 -0.439 -3.668 -0.6409
C 5.342 1.034 -3.848 -0.6422
S 5.817 1.863 -2.323 1.0354
O 4.621 2.326 -1.665 -0.5532
O 6.910 2.766 -2.568 -0.7211
C 6.397 0.399 -1.472 -0.7233
H 6.125 -1.707 -1.929 0.3368
H 4.628 -0.780 -1.833 0.2451
H 6.750 -0.598 -4.031 0.3073
H 5.075 -1.088 -4.243 0.3349
H 5.858 1.518 -4.673 0.3429
H 4.267 1.160 -3.958 0.3685
H 6.169 0.500 -0.414 0.3997
H 7.475 0.345 -1.622 0.3515
C 2.570 8.117 -4.448 -0.5797
C 2.540 8.188 -2.914 -0.6255
C 1.109 7.862 -2.469 -0.5296
S 0.429 6.784 -3.738 1.0403
O -0.665 7.457 -4.390 -0.6835
O 0.253 5.456 -3.205 -0.5804
C 1.857 6.820 -4.818 -0.6786
H 3.588 8.132 -4.834 0.3399
H 2.035 8.968 -4.874 0.3011
H 3.232 7.452 -2.500 0.2974
H 2.846 9.167 -2.549 0.3214
H 1.064 7.337 -1.518 0.2739
H 0.476 8.746 -2.433 0.3401
H 1.514 6.773 -5.849 0.3874
H 2.463 5.946 -4.582 0.3371